{"formula": "C25H27FN6O3PtS", "method": "the ωB97M-V functional and the def2-TZVPD basis", "symbols": ["Pt", "C", "N", "C", "C", "N", "C", "S", "C", "C", "C", "C", "C", "N", "H", "H", "H", "H", "H", "H", "H", "H", "H", "C", "C", "N", "C", "C", "C", "O", "O", "C", "O", "C", "C", "C", "F", "C", "C", "C", "N", "C", "C", "N", "C", "C", "H", "H", "H", "H", "H", "H", "H", "H", "H", "H", "H", "H", "H", "H", "H", "H", "H", "H"], "coordinates": [[3.3459, -0.9673, 0.4551], [2.7139, -6.0650, 1.8019], [3.9914, -5.3993, 1.5240], [5.1882, -6.0076, 1.5286], [6.1335, -5.0662, 1.2066], [5.5021, -3.8751, 1.0071], [4.1517, -4.0813, 1.1991], [2.7946, -3.0832, 1.1343], [6.2161, -2.6693, 0.6559], [7.6002, -2.6939, 0.6332], [8.2917, -1.5439, 0.2855], [7.5828, -0.4015, -0.0331], [6.2036, -0.4563, 0.0163], [5.5256, -1.5682, 0.3603], [2.9168, -7.1040, 2.0433], [2.0729, -6.0191, 0.9241], [2.2205, -5.5903, 2.6471], [5.3175, -7.0549, 1.7525], [7.1933, -5.2149, 1.1171], [8.1636, -3.5772, 0.8850], [9.3735, -1.5512, 0.2680], [8.0781, 0.5175, -0.3121], [5.6153, 0.4187, -0.2242], [-1.3216, 5.4214, -0.1040], [-1.2681, 4.4666, -1.2871], [-0.7436, 3.1290, -0.9032], [0.5801, 3.0294, -0.7245], [1.2592, 1.8836, -0.3979], [2.7681, 2.0558, -0.2279], [3.2624, 3.1078, -0.5226], [3.3982, 1.0366, 0.2778], [0.5790, 0.6519, -0.2730], [1.0949, -0.4761, -0.0932], [-0.8939, 0.7670, -0.4003], [-1.6812, -0.3741, -0.2034], [-3.0359, -0.3128, -0.2887], [-3.7346, -1.4249, -0.1173], [-3.7257, 0.9164, -0.5957], [-2.9110, 2.0642, -0.7705], [-1.5290, 2.0111, -0.7054], [-5.0728, 0.9614, -0.7288], [-5.9547, -0.1790, -0.3917], [-7.4319, 0.1548, -0.5710], [-7.7816, 1.4511, 0.1000], [-6.8944, 2.5939, -0.3540], [-5.8036, 2.0966, -1.3022], [-1.6897, 6.3889, -0.4421], [-0.3322, 5.5812, 0.3238], [-1.9812, 5.0530, 0.6830], [-0.6136, 4.8503, -2.0683], [-2.2469, 4.3479, -1.7399], [1.1609, 3.9322, -0.8818], [-1.2004, -1.3193, 0.0086], [-3.3798, 3.0194, -0.9211], [-5.7531, -0.4981, 0.6319], [-5.7419, -1.0315, -1.0387], [-8.0298, -0.6415, -0.1306], [-7.7161, 0.2359, -1.6180], [-7.7133, 1.3403, 1.1152], [-8.7653, 1.6733, -0.0831], [-6.4624, 3.0580, 0.5302], [-7.5023, 3.3367, -0.8667], [-5.1512, 2.9255, -1.5411], [-6.2329, 1.7693, -2.2522]], "forces_ev_per_angstrom": [[-0.01, 0.74, -0.03], [-0.27, -0.09, 0.05], [0.24, -0.05, -0.05], [-0.11, -0.05, 0.04], [0.04, 0.08, -0.01], [-0.06, -0.22, -0.04], [-0.32, 0.26, 0.05], [0.14, -0.03, -0.05], [0.20, 0.25, -0.01], [-0.09, -0.13, 0.05], [0.02, 0.06, -0.02], [-0.03, -0.04, 0.02], [0.22, 0.00, -0.05], [-0.20, 0.14, -0.15], [0.06, 0.01, 0.00], [0.06, 0.02, -0.02], [0.07, 0.03, 0.01], [-0.01, 0.00, 0.00], [-0.01, 0.03, -0.03], [0.02, 0.03, 0.02], [0.00, -0.02, 0.00], [-0.02, 0.01, 0.00], [-0.02, -0.03, 0.02], [-0.02, -0.08, -0.03], [-0.05, 0.26, 0.15], [0.11, -0.03, -0.03], [-0.11, -0.01, -0.10], [0.61, -0.31, 0.23], [-1.37, 0.63, -0.59], [0.38, -0.23, 0.12], [0.73, -1.09, 0.52], [0.14, 0.26, -0.16], [-0.29, -0.19, 0.12], [-0.10, -0.26, 0.00], [0.12, 0.08, -0.02], [0.11, -0.15, 0.05], [0.07, 0.01, 0.01], [-0.17, 0.12, -0.06], [0.03, 0.08, -0.05], [-0.16, 0.00, 0.07], [0.23, -0.07, -0.01], [-0.26, -0.12, 0.04], [0.11, -0.09, -0.10], [-0.08, -0.03, 0.05], [0.25, 0.11, -0.09], [-0.17, 0.04, 0.04], [-0.02, 0.00, 0.01], [0.01, -0.02, 0.00], [0.00, 0.01, 0.01], [0.02, -0.07, 0.00], [0.02, -0.07, -0.11], [0.00, 0.01, 0.04], [0.00, -0.01, 0.01], [-0.01, 0.04, -0.03], [0.00, 0.07, 0.00], [0.00, 0.05, -0.01], [-0.01, 0.03, 0.03], [-0.02, 0.05, 0.01], [-0.02, 0.02, 0.00], [0.01, 0.00, 0.00], [-0.05, -0.03, 0.04], [-0.06, -0.04, 0.01], [0.04, 0.03, 0.04], [0.04, -0.03, 0.00]], "lowdin_spin": [1.452, 0.006, 0.067, 0.109, 0.146, 0.054, 0.013, 0.515, 0.008, 0.017, -0.002, 0.013, 0.013, 0.133, 0.000, 0.003, 0.003, 0.004, 0.007, 0.002, 0.000, 0.001, 0.001, 0.000, -0.001, -0.012, 0.029, 0.009, 0.021, 0.017, 0.255, 0.022, 0.143, 0.185, -0.023, 0.137, 0.050, 0.094, 0.092, 0.023, 0.300, 0.024, 0.000, 0.000, 0.010, 0.024, 0.000, 0.000, 0.000, 0.000, 0.000, 0.001, -0.003, 0.003, 0.008, 0.011, 0.000, 0.000, 0.000, 0.000, 0.000, 0.000, 0.000, 0.012], "largest_force_ev_per_a": 1.62, "e_tot_ha": -2139.00379, "e_above_lowest_kcal_mol": 0.0, "total_charge": 4, "orbital_gap_ev": [7.89, 4.90], "spin_multiplicity": 5}


{"formula": "C20H37N3O13", "method": "the ωB97M-V functional and the def2-TZVPD basis", "symbols": ["C", "N", "H", "C", "C", "O", "H", "C", "C", "C", "N", "H", "H", "C", "H", "H", "H", "O", "H", "H", "H", "O", "C", "O", "C", "C", "O", "H", "H", "H", "C", "O", "H", "C", "H", "C", "H", "O", "C", "O", "O", "C", "C", "N", "H", "H", "C", "H", "H", "O", "H", "H", "C", "O", "H", "C", "O", "H", "C", "O", "H", "H", "H", "H", "H", "H", "H", "H", "H", "H", "H", "H", "H"], "coordinates": [[1.8546, 0.5789, -6.6515], [1.1224, 0.6490, -5.4044], [0.4411, -0.1040, -5.3752], [1.9574, 0.5322, -4.2207], [1.0891, 0.0230, -3.0645], [0.5924, -1.2406, -3.4171], [0.0260, -1.5576, -2.6912], [1.8936, -0.0590, -1.7560], [2.5300, 1.2892, -1.4087], [3.3873, 1.7983, -2.5758], [3.9914, 3.0524, -2.1413], [4.6687, 3.3759, -2.8225], [3.2751, 3.7680, -2.0576], [2.5568, 1.8920, -3.8558], [3.1862, 2.2455, -4.6743], [1.7410, 2.6055, -3.7225], [4.2080, 1.0849, -2.7240], [3.3297, 1.1598, -0.2553], [3.9411, 1.9121, -0.2723], [1.7180, 2.0109, -1.2132], [2.6737, -0.8242, -1.8484], [0.9689, -0.4624, -0.7485], [1.5122, -1.1932, 0.3140], [1.8795, -2.4916, -0.0335], [0.8530, -3.4757, -0.2171], [1.1096, -4.1672, -1.5661], [2.3379, -4.8438, -1.5526], [3.0144, -4.2077, -1.2904], [1.0793, -3.4216, -2.3689], [0.3391, -4.9189, -1.7457], [-0.5820, -2.9427, -0.0993], [-0.9617, -2.1962, -1.2192], [-1.4979, -1.4333, -0.9320], [-0.6952, -2.1518, 1.2193], [-0.8000, -2.8573, 2.0536], [0.4869, -1.1936, 1.4656], [1.0111, -1.4500, 2.3947], [-0.0986, 0.0836, 1.5825], [-1.4983, -0.0252, 1.5608], [-1.8312, -1.3095, 1.1618], [-2.0167, 0.1689, 2.8490], [-1.7527, 1.4688, 3.3791], [-2.3696, 1.5343, 4.7897], [-3.8123, 1.3513, 4.6985], [-3.9952, 0.3951, 4.4034], [-4.2365, 1.4757, 5.6118], [-1.7059, 0.4955, 5.7231], [-2.0184, 0.6775, 6.7559], [-0.6125, 0.6030, 5.6668], [-2.1035, -0.8144, 5.4258], [-1.9975, -0.9405, 4.4712], [-2.1723, 2.5374, 5.1852], [-2.2817, 2.5738, 2.4497], [-3.6757, 2.5634, 2.2981], [-4.0590, 2.2458, 3.1424], [-1.6737, 2.4030, 1.0413], [-2.1063, 3.4110, 0.1817], [-3.0715, 3.4373, 0.2337], [-2.0664, 0.9954, 0.5525], [-1.6169, 0.6805, -0.7288], [-0.6448, 0.6115, -0.7172], [-3.1574, 0.9039, 0.5371], [-0.5816, 2.4749, 1.0829], [-1.9560, 3.5451, 2.8610], [-0.6630, 1.5975, 3.4593], [-1.2498, -3.8165, -0.0251], [0.9965, -4.2175, 0.5841], [2.4424, -0.7160, 0.6492], [0.2561, 0.7275, -2.9147], [2.7753, -0.1979, -4.3734], [2.4806, -0.3221, -6.7399], [1.1429, 0.5926, -7.4741], [2.4990, 1.4535, -6.7433]], "forces_ev_per_angstrom": [[0.07, 0.04, 0.02], [-0.27, -0.30, 0.17], [0.08, 0.07, -0.01], [-0.26, 0.17, 0.21], [0.52, 0.17, 0.21], [-0.12, -0.21, -0.02], [-0.02, -0.03, -0.01], [0.16, 0.38, -0.21], [0.04, -0.20, -0.42], [-0.34, -0.03, -0.08], [0.09, 0.12, 0.06], [-0.01, 0.03, 0.10], [0.05, 0.02, -0.07], [0.16, -0.40, 0.19], [-0.01, 0.08, -0.01], [-0.04, 0.08, -0.02], [-0.09, -0.01, 0.04], [0.08, -0.10, 0.26], [-0.03, 0.00, -0.04], [0.01, -0.01, -0.11], [-0.03, 0.05, -0.08], [0.14, 0.22, -0.06], [0.36, 0.40, 0.63], [0.00, -0.11, -0.07], [-0.46, -0.31, -0.35], [-0.34, 0.41, 0.39], [0.48, -0.16, 0.08], [0.00, -0.04, -0.07], [-0.06, -0.08, 0.10], [-0.04, 0.05, 0.01], [0.12, -0.38, 0.49], [-0.34, 0.15, -0.25], [0.04, -0.06, -0.07], [0.22, -0.21, -0.09], [0.04, 0.06, -0.17], [0.21, -0.28, -0.26], [-0.04, 0.01, -0.20], [-0.21, 0.01, 0.03], [-0.32, 0.28, -0.30], [-0.02, 0.07, 0.11], [-0.13, -0.18, 0.02], [-0.06, 0.68, 0.21], [0.53, -0.43, -0.07], [-0.25, -0.07, 0.01], [-0.06, 0.06, 0.16], [-0.03, -0.05, -0.10], [0.03, 0.53, -0.03], [0.08, 0.07, -0.07], [-0.07, 0.05, 0.06], [-0.13, -0.47, -0.18], [0.03, -0.02, 0.11], [0.06, -0.09, -0.08], [0.60, -0.02, -0.08], [-0.24, 0.02, -0.21], [-0.03, 0.07, 0.03], [-0.25, -0.43, 0.42], [-0.25, 0.28, -0.29], [0.04, 0.03, 0.00], [0.10, 0.11, 0.56], [0.29, -0.08, -0.41], [-0.08, 0.00, 0.08], [0.17, 0.00, 0.11], [-0.08, -0.01, 0.06], [0.09, -0.17, -0.06], [-0.15, 0.03, 0.07], [0.20, 0.07, 0.04], [-0.08, 0.05, -0.15], [-0.24, -0.11, -0.11], [0.06, 0.06, -0.04], [-0.08, 0.02, 0.04], [0.00, 0.03, -0.02], [0.05, 0.03, -0.10], [0.04, 0.00, -0.13]], "lowdin_charge": [-0.125, -0.075, 0.105, -0.313, -0.275, -0.004, 0.065, -0.182, -0.288, -0.342, 0.048, 0.083, 0.088, -0.095, 0.114, 0.131, 0.161, -0.014, 0.087, 0.168, 0.179, -0.044, -0.276, -0.001, -0.214, -0.189, -0.039, 0.089, 0.118, 0.137, -0.240, 0.001, 0.100, -0.142, 0.170, -0.111, 0.174, 0.064, -0.466, 0.076, 0.028, -0.206, -0.290, 0.061, 0.102, 0.104, -0.218, 0.123, 0.123, -0.056, 0.073, 0.157, -0.266, -0.014, 0.063, -0.272, 0.021, 0.104, -0.198, 0.027, 0.083, 0.179, 0.168, 0.164, 0.166, 0.165, 0.167, 0.165, 0.168, 0.160, 0.081, 0.078, 0.069], "largest_force_ev_per_a": 0.83, "e_tot_ha": -1926.70297, "orbital_gap_ev": 9.28, "smiles": "CN[C@H]1C[C@@H](N)[C@H](O)[C@@H](O[C@@H]2O[C@H](CO)[C@H](O)[C@@H]3O[C@]4(O[C@H]23)O[C@H]([C@@H](N)CO)[C@H](O)[C@H](O)[C@H]4O)[C@@H]1O"}


{"formula": "C3H3N5", "method": "the ωB97M-V functional and the def2-TZVPD basis", "symbols": ["C", "C", "C", "H", "H", "H", "N", "N", "N", "N", "N"], "coordinates": [[-0.7889, -0.5345, 0.5995], [-0.3480, 0.1252, -1.5780], [0.9808, 0.2052, -1.1540], [-1.2514, -2.4689, 0.1120], [-0.7727, 0.3630, -2.5538], [1.7237, 0.1278, -2.0417], [-0.7238, -1.7904, 0.8560], [-1.2501, 0.0586, -0.5844], [1.6037, 0.6971, -0.0960], [0.7481, 1.0856, 0.9801], [-0.2012, 0.4067, 1.3125]], "forces_ev_per_angstrom": [[0.68, -4.32, -3.07], [-4.44, 0.65, 4.41], [5.57, 0.91, -2.39], [1.52, 2.61, 2.09], [0.69, -0.02, 0.05], [-0.95, -0.19, 1.53], [-1.91, -0.70, -1.57], [-0.20, -0.94, -3.13], [-2.96, -1.07, -0.57], [2.45, 0.59, -0.21], [-0.45, 2.47, 2.87]], "lowdin_charge": [-0.611, -0.084, -0.170, 0.125, 0.120, 0.130, 0.144, 0.146, 0.092, 0.028, 0.080], "largest_force_ev_per_a": 6.29, "e_tot_ha": -389.71715, "e_above_lowest_kcal_mol": 95.1, "orbital_gap_ev": 8.23, "smiles": "[H]/N=c1\\nccnnn1"}


{"formula": "C3H8N2", "method": "the ωB97M-V functional and the def2-TZVPD basis", "symbols": ["C", "C", "C", "H", "H", "H", "H", "H", "H", "H", "H", "N", "N"], "coordinates": [[0.4483, 1.1908, 1.5102], [0.4746, -0.2434, 0.8880], [-0.0699, -0.3373, -0.5160], [-0.5192, 1.5685, 1.7229], [1.0753, 1.9723, 0.9312], [1.0538, 1.2133, 2.4410], [-0.1738, -1.0065, 1.4729], [1.5632, -0.6352, 0.8373], [-2.0711, -0.4118, 0.0706], [-1.8772, -0.7389, -1.5555], [1.5958, -0.0200, -1.4312], [-1.3928, -0.7131, -0.6391], [0.5692, -0.0872, -1.6156]], "forces_ev_per_angstrom": [[2.96, 0.21, -0.41], [0.39, -1.21, 0.62], [0.24, 0.88, -2.07], [-0.93, 0.32, 0.02], [-1.39, -1.36, 0.19], [-0.71, -0.45, -0.15], [1.33, 1.36, -0.41], [-1.79, 0.62, 0.28], [0.84, -0.32, -0.19], [1.30, 0.22, 0.73], [-1.10, 0.20, -0.07], [-1.89, 0.14, 0.23], [0.77, -0.62, 1.25]], "lowdin_charge": [-0.110, -0.206, -0.555, 0.043, 0.100, 0.066, 0.125, 0.129, 0.093, 0.108, 0.045, 0.079, 0.082], "largest_force_ev_per_a": 2.99, "e_tot_ha": -228.60152, "e_above_lowest_kcal_mol": 29.6, "orbital_gap_ev": 10.06, "smiles": "[H]/N=C(/N)CC"}


{"formula": "C3H13N4", "method": "the ωB97M-V functional and the def2-TZVPD basis", "symbols": ["N", "C", "N", "H", "H", "H", "H", "H", "C", "N", "C", "N", "H", "H", "H", "H", "H", "H", "H", "H"], "coordinates": [[1.0570, 1.6510, -0.0227], [1.0280, 1.9524, -1.2900], [1.2757, 1.0685, -2.2283], [1.2105, 0.6418, 0.2958], [0.6505, 2.3203, 0.6166], [0.8692, 2.9865, -1.5658], [1.2586, 1.2780, -3.2159], [1.3380, 0.0975, -1.9711], [-2.0323, -0.5246, 0.0797], [-1.3344, -1.5100, 0.8812], [-0.1482, -1.0476, 1.5429], [1.0394, -1.1163, 0.6269], [-2.7972, -0.9933, -0.5333], [-2.4752, 0.2938, 0.6636], [-1.3170, -0.0595, -0.6040], [-1.9367, -1.9997, 1.5119], [0.0335, -1.7187, 2.3788], [-0.2525, -0.0081, 1.8773], [1.8061, -1.5957, 1.0899], [0.7270, -1.7162, -0.1335]], "forces_ev_per_angstrom": [[-0.40, -0.34, 0.17], [0.43, 0.02, 0.15], [-0.18, -0.14, -0.16], [-0.17, 0.32, -0.27], [0.37, 0.00, 0.06], [-0.18, -0.01, -0.17], [0.01, 0.23, 0.20], [0.18, -0.18, -0.01], [0.17, 0.31, -0.01], [0.37, 0.04, -0.41], [0.14, -0.38, -0.13], [-0.45, 0.29, -0.06], [-0.08, -0.03, 0.07], [-0.08, -0.09, 0.03], [-0.01, -0.05, -0.10], [-0.28, -0.17, 0.18], [-0.03, 0.28, 0.26], [0.06, -0.02, 0.27], [-0.04, 0.07, -0.10], [0.18, -0.15, 0.04]], "lowdin_charge": [0.171, -0.186, 0.189, 0.081, 0.135, 0.160, 0.140, 0.120, -0.120, -0.121, -0.288, -0.015, 0.085, 0.085, 0.054, 0.109, 0.124, 0.103, 0.090, 0.084], "largest_force_ev_per_a": 0.55, "e_tot_ha": -340.89823, "e_above_lowest_kcal_mol": 28.4, "total_charge": 1, "orbital_gap_ev": 9.39}


{"formula": "C4H6N2", "method": "the ωB97M-V functional and the def2-TZVPD basis", "symbols": ["C", "C", "C", "C", "N", "N", "H", "H", "H", "H", "H", "H"], "coordinates": [[-1.5765, -0.9061, -0.6433], [0.4148, -0.7416, -1.4387], [1.4453, 0.7115, 0.3655], [-0.9277, -0.0284, 0.3072], [-0.8125, -1.1388, -1.6516], [0.5179, -0.0506, -0.1345], [-2.5284, -1.4785, -0.6340], [1.2570, -0.7576, -2.0459], [1.1859, 1.5645, 0.8918], [2.4428, 0.4992, 0.2320], [-1.2441, 1.1143, 0.6440], [-0.9738, -0.4387, 1.3258]], "forces_ev_per_angstrom": [[-1.59, 0.33, 0.58], [-1.59, 0.42, 2.66], [-1.60, -1.46, -1.20], [0.26, 3.18, 2.81], [2.83, -0.68, -2.16], [-1.88, -0.12, -1.17], [0.31, 0.73, 0.65], [1.41, -0.27, -1.45], [-0.70, 1.42, 1.66], [2.41, -0.45, -0.86], [0.20, -2.60, -1.55], [-0.05, -0.50, 0.02]], "lowdin_charge": [0.109, 0.195, 0.374, -0.004, 0.220, 0.013, 0.203, 0.166, 0.139, 0.137, 0.266, 0.182], "largest_force_ev_per_a": 4.26, "e_tot_ha": -264.66056, "e_above_lowest_kcal_mol": 65.0, "total_charge": 2, "orbital_gap_ev": 9.07, "smiles": "C=[N+]1C=[N+]=CC1"}